# 1
58
Properties=species:S:1:pos:R:3 method="wB97M-V/def2-TZVPD" multiplicity=1 e_above_lowest_ev=1.665 energy_ha=-1432.28977 total_charge=0 smiles="N#C[C@H](CC(=O)O)[C@H](C#N)N=C=O.CC(C)=O.CC(C)=O.CC(C)=O.CC(C)=O"
N 1.676 0.177 -1.248
C 1.075 -0.580 -0.632
C 0.354 -1.613 0.128
C -0.859 -0.955 0.843
C -2.147 -1.619 0.414
O -2.991 -1.094 -0.241
O -2.285 -2.918 0.893
C 1.328 -2.300 1.122
C 2.198 -1.297 1.758
N 2.979 -0.577 2.188
N 2.206 -3.251 0.381
C 1.742 -4.379 0.228
O 1.400 -5.446 -0.066
H 0.019 -2.335 -0.617
H -0.804 -1.030 1.929
H -0.932 0.097 0.587
H -1.966 -3.526 0.212
H 0.767 -2.821 1.896
C 4.278 4.311 -3.912
C 3.720 3.914 -2.565
C 4.177 2.591 -2.008
O 2.947 4.628 -1.970
H 3.875 5.279 -4.201
H 5.366 4.378 -3.860
H 4.003 3.570 -4.664
H 5.260 2.596 -1.879
H 3.891 1.783 -2.684
H 3.707 2.423 -1.042
C -7.530 -0.154 -3.220
C -6.020 -0.210 -3.200
C -5.341 0.150 -1.901
O -5.389 -0.530 -4.179
H -7.891 -0.434 -4.207
H -7.940 -0.843 -2.480
H -7.870 0.858 -2.990
H -5.660 -0.531 -1.110
H -5.595 1.174 -1.620
H -4.265 0.070 -2.017
C -4.487 -1.339 4.781
C -4.292 -0.915 3.348
C -5.532 -0.657 2.531
O -3.187 -0.786 2.869
H -3.519 -1.491 5.252
H -5.033 -0.569 5.328
H -5.053 -2.271 4.820
H -6.119 0.142 2.985
H -6.139 -1.562 2.479
H -5.245 -0.362 1.523
C 6.119 0.208 0.190
C 6.791 1.497 0.595
C 7.266 1.597 2.024
O 6.938 2.410 -0.185
H 5.824 0.264 -0.855
H 6.807 -0.628 0.323
H 5.231 0.042 0.803
H 7.999 0.815 2.229
H 6.422 1.482 2.705
H 7.727 2.568 2.187



# 2
60
Properties=species:S:1:pos:R:3 method="wB97M-V/def2-TZVPD" multiplicity=1 e_above_lowest_ev=1.372 energy_ha=-1610.80908 total_charge=0
Li -0.109 0.310 -0.535
C -0.127 3.915 -1.874
C -0.116 3.459 -0.460
C -0.120 4.229 0.703
C -0.109 3.312 1.738
C -0.110 3.586 3.201
N -0.099 2.083 1.192
N -0.103 2.177 -0.145
B -0.110 0.731 1.921
N 1.145 -0.046 1.486
N 1.642 0.110 0.252
C 2.832 -0.465 0.217
C 3.704 -0.377 -0.986
C 3.110 -1.042 1.457
C 2.004 -0.755 2.238
C 1.741 -1.174 3.639
N -1.394 -0.003 1.510
N -1.845 0.096 0.253
C -3.042 -0.462 0.204
C -3.832 -0.478 -1.056
C -3.378 -0.957 1.466
C -2.296 -0.649 2.271
C -2.097 -0.982 3.705
H -0.128 5.000 -1.908
H -1.013 3.538 -2.382
H 0.749 3.538 -2.397
H -0.130 5.297 0.780
H -0.108 4.661 3.367
H 0.770 3.151 3.672
H -0.996 3.157 3.670
H -0.091 0.907 3.092
H 3.142 0.064 -1.807
H 4.087 -1.355 -1.274
H 4.558 0.263 -0.768
H 3.989 -1.579 1.749
H 2.663 -1.523 4.097
H 1.016 -1.988 3.652
H 1.333 -0.347 4.215
H -3.269 0.033 -1.836
H -4.781 0.036 -0.914
H -4.049 -1.502 -1.362
H -4.274 -1.465 1.758
H -3.039 -1.301 4.143
H -1.716 -0.121 4.248
H -1.377 -1.793 3.806
S -0.263 -2.737 -0.256
C 0.064 -2.396 -1.838
N 1.335 -2.390 -2.286
C 1.680 -2.009 -3.633
C 0.597 -2.550 -4.563
C -0.736 -1.942 -4.129
N -0.934 -2.193 -2.721
H 2.037 -2.377 -1.563
H 2.661 -2.425 -3.869
H 1.735 -0.915 -3.725
H 0.553 -3.639 -4.480
H 0.810 -2.287 -5.597
H -1.572 -2.380 -4.682
H -0.728 -0.859 -4.321
H -1.866 -2.191 -2.336



# 3
67
Properties=species:S:1:pos:R:3 method="wB97M-V/def2-TZVPD" multiplicity=1 energy_ha=-4972.04702 total_charge=0
C 1.969 -3.457 0.223
C 1.155 -4.487 1.029
C -0.376 -4.422 0.839
C -1.110 -5.020 2.077
C -0.930 -3.040 0.627
C -0.742 -1.959 1.407
Br 0.294 -2.037 2.991
C -1.337 -0.757 1.134
C -1.112 0.399 2.098
O -2.098 0.896 2.622
O 0.142 0.776 2.411
C 0.732 1.790 1.502
O 2.087 1.684 1.571
C 2.682 0.767 0.701
O 3.695 1.469 0.040
C 4.841 0.685 -0.247
C 4.603 -0.337 -1.369
O 4.681 -1.672 -0.862
C -2.174 -0.648 0.026
C -2.877 0.667 -0.213
C -2.068 1.656 -1.090
C -1.913 3.027 -0.467
N -3.027 3.701 0.055
O -0.810 3.549 -0.469
C -2.352 -1.734 -0.752
C -3.279 -1.792 -1.971
N -3.055 -0.823 -3.012
C -1.676 -0.755 -3.482
N -1.730 -2.847 -0.411
F -1.969 -3.922 -1.193
H 1.406 -2.954 -0.556
H 2.412 -2.751 0.911
H 2.815 -3.964 -0.219
H 1.445 -5.492 0.741
H 1.389 -4.411 2.079
H -0.616 -5.089 0.027
H -2.052 -5.428 1.715
H -1.382 -4.255 2.790
H -0.545 -5.829 2.519
H 0.453 2.783 1.839
H 0.340 1.621 0.504
H 1.976 0.397 -0.058
H 3.074 -0.102 1.238
H 5.176 0.168 0.652
H 5.597 1.396 -0.561
H 5.366 -0.214 -2.133
H 3.640 -0.174 -1.841
H 5.583 -1.979 -0.968
H -3.831 0.434 -0.675
H -3.111 1.161 0.716
H -1.063 1.278 -1.214
H -2.477 1.790 -2.085
H -3.418 3.274 0.885
H -2.708 4.641 0.280
H -4.282 -1.639 -1.575
H -3.288 -2.765 -2.444
H -3.454 0.074 -2.801
H -1.411 -1.723 -3.896
H -1.643 -0.062 -4.316
H -0.956 -0.433 -2.733
F 0.741 6.887 2.394
P 0.483 6.990 0.766
F 0.737 5.361 0.790
F -1.084 6.564 1.154
F 1.708 6.874 -0.333
F 1.081 8.499 1.054
F -0.350 7.717 -0.461



# 4
63
Properties=species:S:1:pos:R:3 method="wB97M-V/def2-TZVPD" multiplicity=1 e_above_lowest_ev=3.838 energy_ha=-2408.83667 total_charge=0 smiles="C[C@H](O)C[C@]1(CCCF)OS(=O)(=O)O[C@]1(C)OC(=O)c1ccccc1.COP(=O)(OC)OC"
C -3.894 3.227 2.256
C -4.042 2.008 1.250
O -5.464 1.942 0.919
C -3.718 0.612 1.936
C -2.148 0.219 1.871
C -1.922 -0.442 3.269
C -0.441 -0.728 3.734
C 0.641 -0.949 2.643
F 1.159 0.316 2.280
O -1.445 1.453 1.559
S -0.718 1.384 0.066
O -1.375 2.111 -1.006
O 0.649 1.889 0.050
O -0.782 -0.275 -0.001
C -2.085 -0.686 0.554
C -2.026 -2.250 0.758
O -2.961 -0.251 -0.493
C -2.972 -1.112 -1.594
O -3.783 -1.989 -1.691
C -2.013 -0.957 -2.826
C -0.606 -1.275 -2.821
C 0.232 -1.075 -3.992
C -0.387 -0.539 -5.191
C -1.820 -0.259 -5.203
C -2.669 -0.453 -4.045
H -4.882 3.608 2.609
H -3.343 4.055 1.725
H -3.217 2.928 3.101
H -3.528 2.161 0.276
H -5.951 1.948 1.762
H -4.369 -0.213 1.535
H -4.066 0.742 3.002
H -2.471 -1.426 3.270
H -2.396 0.137 4.108
H -0.098 0.089 4.416
H -0.466 -1.659 4.373
H 1.503 -1.485 3.139
H 0.355 -1.587 1.778
H -1.493 -2.542 1.690
H -3.088 -2.604 0.857
H -1.495 -2.756 -0.090
H -0.138 -1.655 -1.890
H 1.314 -1.323 -3.907
H 0.268 -0.358 -6.075
H -2.283 0.124 -6.145
H -3.759 -0.240 -4.053
C 4.695 1.534 -2.595
O 4.242 0.360 -1.906
P 5.518 -0.573 -1.243
O 5.095 -1.842 -1.936
O 4.823 -0.474 0.250
C 3.606 0.223 0.508
O 6.941 -1.238 -0.605
C 7.184 -1.152 0.800
H 3.835 2.074 -2.985
H 5.240 2.187 -1.903
H 5.357 1.256 -3.420
H 2.768 -0.259 0.006
H 3.682 1.266 0.206
H 3.414 0.208 1.581
H 6.462 -1.765 1.340
H 7.150 -0.121 1.141
H 8.180 -1.554 0.999



What did the second record say?
60
Properties=species:S:1:pos:R:3 method="wB97M-V/def2-TZVPD" multiplicity=1 e_above_lowest_ev=1.372 energy_ha=-1610.80908 total_charge=0
Li -0.109 0.310 -0.535
C -0.127 3.915 -1.874
C -0.116 3.459 -0.460
C -0.120 4.229 0.703
C -0.109 3.312 1.738
C -0.110 3.586 3.201
N -0.099 2.083 1.192
N -0.103 2.177 -0.145
B -0.110 0.731 1.921
N 1.145 -0.046 1.486
N 1.642 0.110 0.252
C 2.832 -0.465 0.217
C 3.704 -0.377 -0.986
C 3.110 -1.042 1.457
C 2.004 -0.755 2.238
C 1.741 -1.174 3.639
N -1.394 -0.003 1.510
N -1.845 0.096 0.253
C -3.042 -0.462 0.204
C -3.832 -0.478 -1.056
C -3.378 -0.957 1.466
C -2.296 -0.649 2.271
C -2.097 -0.982 3.705
H -0.128 5.000 -1.908
H -1.013 3.538 -2.382
H 0.749 3.538 -2.397
H -0.130 5.297 0.780
H -0.108 4.661 3.367
H 0.770 3.151 3.672
H -0.996 3.157 3.670
H -0.091 0.907 3.092
H 3.142 0.064 -1.807
H 4.087 -1.355 -1.274
H 4.558 0.263 -0.768
H 3.989 -1.579 1.749
H 2.663 -1.523 4.097
H 1.016 -1.988 3.652
H 1.333 -0.347 4.215
H -3.269 0.033 -1.836
H -4.781 0.036 -0.914
H -4.049 -1.502 -1.362
H -4.274 -1.465 1.758
H -3.039 -1.301 4.143
H -1.716 -0.121 4.248
H -1.377 -1.793 3.806
S -0.263 -2.737 -0.256
C 0.064 -2.396 -1.838
N 1.335 -2.390 -2.286
C 1.680 -2.009 -3.633
C 0.597 -2.550 -4.563
C -0.736 -1.942 -4.129
N -0.934 -2.193 -2.721
H 2.037 -2.377 -1.563
H 2.661 -2.425 -3.869
H 1.735 -0.915 -3.725
H 0.553 -3.639 -4.480
H 0.810 -2.287 -5.597
H -1.572 -2.380 -4.682
H -0.728 -0.859 -4.321
H -1.866 -2.191 -2.336



What is the multiplicity in the third record? 1